{
  "formula": "C2H8MnO10",
  "method": "wB97M-V/def2-TZVPD",
  "e_tot_ev": -53999.5899,
  "homo_ev": [0.74, 0.73],
  "relative_energy_ev": 0.0000,
  "homo_lumo_gap_ev": [3.3, 3.3],
  "multiplicity": 6,
  "total_charge": -2,
  "lumo_ev": [4.09, 4.05],
  "elements": ["Mn", "C", "O", "O", "O", "C", "O", "O", "O", "O", "H", "H", "O", "H", "H", "O", "H", "H", "O", "H", "H"],
  "positions_angstrom": [[-0.100, 0.006, -0.060], [1.832, -1.378, -2.495], [1.091, -0.724, -1.578], [1.492, -1.321, -3.736], [2.872, -2.008, -2.086], [1.233, -0.537, 2.743], [0.453, 0.259, 3.440], [2.303, -1.036, 3.269], [0.892, -0.835, 1.499], [-1.670, -1.458, -0.205], [-2.529, -1.345, 0.215], [-1.599, -2.393, -0.434], [-1.405, 1.004, 1.394], [-2.298, 1.364, 1.362], [-1.199, 0.822, 2.342], [0.950, 1.876, 0.123], [1.664, 2.286, 0.622], [0.624, 2.552, -0.480], [-1.384, 0.970, -1.623], [-0.996, 1.320, -2.435], [-2.224, 0.576, -1.879]],
  "lowdin_spin": [4.637, 0.008, 0.071, 0.006, 0.006, 0.009, 0.005, 0.008, 0.068, 0.040, 0.005, 0.005, 0.037, 0.005, 0.002, 0.039, 0.005, 0.004, 0.035, 0.003, 0.004]
}